(1)
Entry from OMol25: 11 unconnected molecules or ions with the total composition C34H91NO31S10 at a distorted geometry (ωB97M-V/def2-TZVPD).

E: -7718.8062 Eh
Molecular weight: 1330.7 g/mol
E_HOMO: -0.3092 Ha
SMILES: CCOS(C)(=O)=O.CCOS(C)(=O)=O.CCOS(C)(=O)=O.CCOS(C)(=O)=O.CCOS(C)(=O)=O.CCOS(C)(=O)=O.CCOS(C)(=O)=O.CCOS(C)(=O)=O.CCOS(C)(=O)=O.CCOS(C)(=O)=O.COC[C@H](C)N

CARTESIAN COORDINATES (ANGSTROEM)
C 12.652 -17.487 -1.630
C 12.045 -17.095 -3.000
O 11.546 -15.801 -2.815
S 10.898 -14.963 -4.120
C 9.214 -15.648 -4.042
O 10.745 -13.536 -3.822
O 11.533 -15.397 -5.323
H 13.407 -16.752 -1.353
H 13.126 -18.466 -1.558
H 12.000 -17.370 -0.764
H 12.826 -17.157 -3.757
H 11.273 -17.820 -3.257
H 9.242 -16.559 -4.639
H 8.471 -14.984 -4.484
H 9.040 -15.902 -2.996
C 7.736 -28.763 -4.260
C 9.037 -28.916 -3.453
O 10.079 -28.005 -3.903
S 11.651 -28.485 -3.634
C 11.835 -29.571 -5.144
O 12.532 -27.366 -3.888
O 11.732 -29.279 -2.413
H 7.343 -27.747 -4.279
H 6.861 -29.303 -3.896
H 8.025 -29.163 -5.232
H 8.839 -28.722 -2.399
H 9.475 -29.912 -3.387
H 11.322 -30.531 -5.089
H 12.889 -29.837 -5.226
H 11.497 -28.996 -6.006
C 8.633 -19.942 -12.778
C 8.294 -20.292 -11.365
O 8.314 -21.721 -11.024
S 9.749 -22.480 -10.632
C 9.792 -22.052 -8.863
O 9.501 -23.950 -10.776
O 10.825 -21.852 -11.380
H 8.660 -18.866 -12.951
H 7.906 -20.356 -13.476
H 9.581 -20.385 -13.082
H 8.848 -19.766 -10.587
H 7.263 -19.987 -11.186
H 10.448 -22.740 -8.330
H 8.777 -22.132 -8.475
H 10.149 -21.041 -8.665
C 17.588 -22.052 -2.130
C 17.468 -21.138 -3.363
O 16.418 -20.190 -3.093
S 16.289 -18.961 -4.181
C 17.569 -17.720 -3.530
O 16.689 -19.389 -5.521
O 14.967 -18.350 -3.954
H 17.475 -21.518 -1.186
H 18.523 -22.602 -2.024
H 16.815 -22.809 -2.000
H 18.466 -20.702 -3.393
H 17.361 -21.729 -4.273
H 17.528 -17.501 -2.463
H 17.458 -16.781 -4.071
H 18.507 -18.274 -3.579
C 5.702 -28.658 -8.992
C 6.860 -28.366 -8.026
O 7.251 -27.024 -8.043
S 8.864 -26.712 -8.131
C 9.181 -26.956 -9.936
O 8.928 -25.247 -7.903
O 9.576 -27.742 -7.341
H 5.327 -29.635 -8.689
H 6.116 -28.648 -10.000
H 4.925 -27.910 -8.831
H 6.583 -28.526 -6.984
H 7.633 -29.089 -8.286
H 10.237 -26.738 -10.091
H 8.605 -26.216 -10.492
H 8.933 -27.970 -10.252
C 6.924 -24.705 -5.235
C 5.700 -23.790 -4.892
O 5.050 -24.244 -3.713
S 4.800 -23.113 -2.541
C 6.523 -23.038 -1.869
O 4.554 -21.836 -3.170
O 3.940 -23.683 -1.453
H 6.705 -25.642 -5.746
H 7.396 -25.023 -4.305
H 7.656 -24.145 -5.817
H 6.102 -22.779 -4.815
H 5.023 -23.780 -5.746
H 6.353 -22.415 -0.991
H 7.158 -22.530 -2.594
H 6.850 -24.003 -1.483
C 15.110 -24.889 -4.327
C 14.706 -25.584 -5.614
O 13.708 -24.892 -6.402
S 13.564 -25.314 -8.036
C 13.292 -27.144 -7.908
O 12.426 -24.618 -8.593
O 14.906 -25.108 -8.546
H 15.780 -25.489 -3.711
H 14.236 -24.465 -3.833
H 15.617 -23.967 -4.612
H 15.620 -25.806 -6.166
H 14.191 -26.492 -5.299
H 13.034 -27.470 -8.915
H 12.483 -27.273 -7.189
H 14.242 -27.524 -7.533
C 13.976 -22.251 -1.482
C 13.420 -21.033 -0.779
O 12.974 -21.435 0.502
S 11.762 -20.545 1.336
C 10.382 -21.127 0.341
O 11.636 -21.156 2.660
O 11.987 -19.122 1.136
H 13.219 -22.999 -1.717
H 14.777 -22.671 -0.873
H 14.448 -21.941 -2.415
H 14.096 -20.188 -0.651
H 12.591 -20.734 -1.420
H 9.566 -20.625 0.861
H 10.248 -22.207 0.395
H 10.425 -20.729 -0.672
C 8.236 -19.385 -3.670
C 7.348 -19.202 -4.881
O 7.697 -17.961 -5.474
S 6.707 -17.414 -6.689
C 7.407 -18.542 -8.025
O 5.317 -17.821 -6.445
O 7.064 -15.996 -7.007
H 9.230 -19.460 -4.111
H 8.004 -20.301 -3.127
H 8.332 -18.592 -2.929
H 7.536 -19.983 -5.618
H 6.313 -19.332 -4.566
H 8.452 -18.242 -8.099
H 6.917 -18.129 -8.907
H 7.252 -19.587 -7.756
C 12.524 -20.398 -5.159
C 12.048 -21.827 -5.292
O 11.643 -22.233 -4.001
S 10.177 -23.145 -4.008
C 10.606 -24.625 -5.002
O 9.896 -23.499 -2.617
O 9.169 -22.381 -4.754
H 11.728 -19.654 -5.191
H 13.197 -20.082 -5.956
H 13.030 -20.186 -4.217
H 11.341 -21.844 -6.122
H 12.837 -22.524 -5.575
H 11.469 -25.134 -4.573
H 10.726 -24.482 -6.076
H 9.871 -25.382 -4.731
C 13.494 -21.048 -8.877
O 12.726 -19.867 -8.544
C 13.513 -18.777 -8.192
C 12.724 -17.585 -7.489
C 11.894 -16.692 -8.361
N 13.601 -16.901 -6.565
H 14.342 -20.758 -9.498
H 12.920 -21.773 -9.454
H 13.828 -21.555 -7.972
H 14.317 -19.170 -7.570
H 13.868 -18.419 -9.158
H 11.955 -18.083 -6.899
H 11.622 -17.338 -9.196
H 12.528 -15.911 -8.779
H 11.043 -16.193 -7.898
H 13.068 -16.234 -6.025
H 13.998 -17.547 -5.897

=====

(2)
Entry from OMol25: 13 unconnected molecules or ions with the total composition C34H92N14O18 at a distorted geometry (ωB97M-V/def2-TZVPD).

E: -3471.3594 Eh
Molecular weight: 985.2 g/mol
E_HOMO (alpha / beta): -0.0161 / -0.2283 Ha
2S+1: 2
Net charge: -1
Expectation value of S²: 0.7507

CARTESIAN COORDINATES (ANGSTROEM)
C -0.636 35.437 -22.053
C -1.161 35.405 -20.592
C -2.014 34.076 -20.644
C -2.505 33.586 -19.235
C -1.267 33.373 -18.518
C -0.293 34.660 -18.313
N -0.082 35.256 -19.588
O 1.095 36.066 -19.701
C -0.839 35.638 -17.275
C 1.047 34.071 -17.807
C -2.065 36.543 -20.444
H 0.034 36.282 -22.212
H -1.377 35.426 -22.852
H -0.090 34.528 -22.306
H -2.979 34.273 -21.110
H -1.451 33.296 -21.157
H -3.137 32.725 -19.454
H -3.124 34.272 -18.655
H -0.757 32.509 -18.943
H -1.590 33.011 -17.542
H -0.735 35.257 -16.259
H -0.671 36.715 -17.310
H -1.921 35.551 -17.368
H 1.780 33.970 -18.608
H 1.499 34.639 -16.993
H 0.923 33.051 -17.443
H -1.652 37.543 -20.576
H -2.572 36.486 -19.481
H -2.828 36.374 -21.203
H 0.740 36.915 -19.426
C 5.249 36.460 -21.795
C 5.099 35.124 -22.673
C 6.257 34.202 -22.135
C 6.028 32.642 -22.090
C 4.886 32.326 -23.056
C 3.522 33.077 -22.822
N 3.820 34.451 -22.389
O 2.678 35.328 -22.553
C 2.703 33.046 -24.215
C 2.722 32.423 -21.704
C 5.278 35.459 -24.140
H 6.288 36.739 -21.617
H 4.734 36.348 -20.841
H 4.631 37.205 -22.294
H 6.994 34.197 -22.938
H 6.687 34.469 -21.169
H 5.727 32.307 -21.097
H 6.941 32.073 -22.269
H 4.718 31.257 -22.927
H 5.197 32.245 -24.098
H 1.626 33.105 -24.064
H 2.952 33.896 -24.851
H 2.948 32.170 -24.816
H 3.237 32.300 -20.752
H 1.775 32.930 -21.523
H 2.331 31.455 -22.018
H 4.312 35.827 -24.483
H 5.524 34.587 -24.746
H 6.018 36.259 -24.122
H 2.483 35.460 -21.622
C 5.033 31.410 -17.606
C 5.437 32.901 -17.729
O 5.850 33.572 -16.535
O 3.792 31.371 -16.885
H 5.931 30.941 -17.204
H 4.844 30.973 -18.586
H 4.641 33.428 -18.254
H 6.369 32.975 -18.289
H 5.280 34.303 -16.283
H 3.803 31.646 -15.965
C -4.156 32.653 -15.284
C -3.355 32.396 -14.012
O -2.970 33.570 -13.260
O -5.477 33.308 -14.978
H -4.337 31.827 -15.971
H -3.632 33.399 -15.881
H -2.467 31.839 -14.312
H -4.048 31.778 -13.441
H -2.192 33.297 -12.768
H -6.045 32.791 -14.402
C -1.413 39.967 -15.984
C -2.630 39.321 -16.688
O -3.804 40.101 -16.611
O -1.293 41.308 -16.510
H -0.490 39.410 -16.145
H -1.704 40.014 -14.935
H -2.806 38.369 -16.187
H -2.462 39.235 -17.762
H -3.709 40.837 -17.219
H -0.530 41.777 -16.162
C 0.072 35.260 -12.476
C 0.340 34.311 -11.284
O -0.481 33.179 -11.472
O 0.346 34.672 -13.789
H 0.499 36.260 -12.391
H -0.999 35.461 -12.448
H 0.153 34.679 -10.275
H 1.350 33.929 -11.434
H -0.414 32.704 -10.640
H 0.413 33.717 -13.719
C 3.165 37.580 -15.209
C 4.381 36.805 -15.861
O 3.934 35.604 -16.446
O 2.190 37.838 -16.154
H 3.477 38.545 -14.811
H 2.567 37.028 -14.483
H 5.126 36.674 -15.077
H 4.940 37.376 -16.603
H 3.135 35.792 -16.944
H 2.638 38.149 -16.944
C -1.643 38.736 -23.356
O -2.289 38.199 -24.206
N -0.377 38.752 -23.372
N -2.082 39.634 -22.473
H 0.125 39.503 -22.920
H -0.054 38.183 -24.142
H -1.485 40.017 -21.754
H -3.071 39.606 -22.274
C -5.552 35.677 -23.008
O -5.894 35.085 -24.013
N -4.641 36.609 -22.949
N -5.909 35.327 -21.814
H -4.219 36.684 -22.034
H -4.058 36.977 -23.687
H -5.602 35.655 -20.909
H -6.632 34.627 -21.893
C -6.509 31.550 -18.737
O -6.213 30.726 -17.965
N -5.741 31.894 -19.796
N -7.590 32.188 -18.699
H -5.953 32.516 -20.562
H -4.760 31.656 -19.768
H -7.679 32.816 -19.485
H -8.294 31.825 -18.073
C -0.115 30.937 -15.729
O -1.251 30.678 -16.070
N 0.961 30.416 -16.322
N 0.308 31.611 -14.731
H 0.631 29.840 -17.083
H 1.900 30.784 -16.283
H 1.299 31.686 -14.549
H -0.348 31.817 -13.992
C 3.452 39.400 -19.290
O 3.609 39.269 -18.076
N 4.142 40.020 -20.116
N 2.583 38.706 -19.923
H 3.881 40.039 -21.092
H 4.933 40.495 -19.706
H 2.492 37.772 -19.548
H 2.329 39.098 -20.818
C -3.073 29.621 -19.027
O -3.723 29.147 -19.970
N -1.807 29.298 -18.714
N -3.486 30.259 -17.956
H -1.273 28.503 -19.036
H -1.368 29.979 -18.111
H -2.757 30.528 -17.311
H -4.491 30.263 -17.859

=====

(3)
Entry from OMol25: 11 unconnected molecules or ions with the total composition C34H96N6O16 at a distorted geometry (ωB97M-V/def2-TZVPD).

E: -2885.1462 Eh
Molecular weight: 845.2 g/mol
E_HOMO: -0.3366 Ha
SMILES: COC[C@H](C)N.COC[C@H](C)N.COC[C@H](C)N.COC[C@H](C)N.COC[C@H](C)N.COC[C@H](C)N.OCCO.OCCO.OCCO.OCCO.OCCO

CARTESIAN COORDINATES (ANGSTROEM)
C 0.414 1.462 -5.395
O 0.943 0.142 -5.507
C -0.090 -0.806 -5.515
C 0.646 -2.185 -5.822
C -0.381 -3.356 -5.908
N 1.520 -2.471 -4.618
H -0.376 1.618 -6.161
H 1.126 2.276 -5.568
H -0.031 1.651 -4.401
H -0.680 -0.751 -4.610
H -0.754 -0.571 -6.360
H 1.243 -1.950 -6.728
H -1.251 -3.014 -6.466
H -0.704 -3.683 -4.916
H 0.012 -4.238 -6.407
H 2.300 -1.800 -4.621
H 0.922 -2.208 -3.830
C -1.668 -0.055 6.554
O -2.718 -0.786 5.952
C -2.663 -0.650 4.562
C -3.132 0.679 3.988
C -4.601 0.832 4.257
N -2.713 0.846 2.566
H -0.748 -0.377 6.048
H -1.634 -0.390 7.612
H -1.771 0.996 6.488
H -1.685 -0.937 4.145
H -3.386 -1.461 4.247
H -2.509 1.450 4.482
H -4.763 0.319 5.204
H -5.127 0.138 3.605
H -5.045 1.834 4.137
H -1.687 0.788 2.589
H -3.027 -0.009 2.150
C 3.920 5.083 0.356
O 4.765 3.976 0.358
C 4.115 2.826 0.803
C 5.109 1.815 1.304
C 6.147 1.566 0.183
N 4.288 0.669 1.693
H 3.708 5.406 1.376
H 2.972 4.933 -0.222
H 4.459 5.838 -0.146
H 3.428 3.053 1.704
H 3.531 2.381 -0.052
H 5.520 2.188 2.254
H 5.586 1.310 -0.724
H 6.827 0.792 0.490
H 6.714 2.412 -0.029
H 4.904 -0.125 1.884
H 3.865 0.350 0.790
C 1.353 1.653 3.141
O 2.185 2.684 3.680
C 3.125 2.257 4.661
C 2.822 1.073 5.653
C 1.704 1.446 6.661
N 4.030 0.758 6.406
H 1.982 0.835 2.776
H 0.798 2.089 2.286
H 0.670 1.309 3.851
H 4.070 1.972 4.199
H 3.239 3.158 5.291
H 2.431 0.181 5.171
H 2.152 1.941 7.530
H 1.111 0.572 6.938
H 0.952 2.089 6.192
H 4.794 0.359 5.850
H 4.459 1.535 6.960
C -2.340 4.436 -3.039
O -2.652 3.041 -3.168
C -4.025 2.768 -3.493
C -4.160 1.315 -3.881
C -3.186 0.881 -4.919
N -5.520 0.864 -4.196
H -3.014 4.901 -2.249
H -2.599 4.975 -3.995
H -1.280 4.514 -2.801
H -4.658 2.920 -2.588
H -4.338 3.466 -4.304
H -3.902 0.737 -2.982
H -3.467 1.201 -5.893
H -3.156 -0.221 -4.904
H -2.216 1.259 -4.601
H -6.275 0.989 -3.518
H -5.915 1.396 -4.986
C 2.786 -0.431 -2.291
O 2.548 0.359 -1.107
C 1.301 1.126 -1.232
C -0.044 0.456 -0.915
C -1.186 1.508 -0.841
N -0.018 -0.180 0.398
H 2.125 -1.317 -2.198
H 3.812 -0.803 -2.309
H 2.579 0.168 -3.191
H 1.520 1.925 -0.572
H 1.188 1.505 -2.258
H -0.276 -0.265 -1.718
H -2.172 1.102 -0.498
H -1.433 1.803 -1.844
H -0.872 2.353 -0.223
H -0.909 -0.387 0.784
H 0.561 -1.014 0.479
O -4.366 2.901 1.561
C -3.717 4.110 1.907
C -4.203 4.591 3.254
O -5.667 4.449 3.214
H -3.789 2.148 1.913
H -2.640 4.039 1.829
H -3.977 4.846 1.101
H -3.978 5.653 3.328
H -3.824 4.068 4.148
H -5.776 3.718 2.526
O -1.085 -4.929 -1.506
C -0.670 -3.591 -1.718
C -1.728 -2.913 -2.507
O -2.772 -2.448 -1.617
H -1.858 -4.935 -0.991
H -0.415 -2.991 -0.861
H 0.244 -3.663 -2.278
H -2.121 -3.578 -3.282
H -1.372 -2.035 -2.988
H -3.436 -3.194 -1.467
O 3.472 -4.420 -5.614
C 4.598 -4.788 -4.831
C 4.389 -4.795 -3.356
O 4.329 -3.437 -2.886
H 2.947 -3.691 -5.186
H 4.916 -5.721 -5.205
H 5.421 -4.022 -4.958
H 5.204 -5.301 -2.858
H 3.422 -5.256 -3.127
H 3.638 -3.380 -2.224
O 1.112 -3.325 0.982
C 2.400 -2.938 1.461
C 2.211 -2.054 2.637
O 1.479 -2.862 3.595
H 0.657 -3.562 1.805
H 3.027 -3.816 1.698
H 2.898 -2.492 0.613
H 1.608 -1.165 2.426
H 3.143 -1.693 3.013
H 0.932 -2.391 4.239
O -3.607 -4.741 0.170
C -3.453 -4.233 1.535
C -2.497 -3.085 1.532
O -3.101 -1.876 1.138
H -4.415 -5.296 0.112
H -4.375 -3.887 1.905
H -3.062 -5.045 2.231
H -1.635 -3.356 0.894
H -2.151 -2.987 2.555
H -2.878 -1.699 0.169

=====

Q: E of number 2 (C34H92N14O18)?
A: -3471.3594 Eh

=====

Q: Among the records above, which one has the highest E?
A: C34H96N6O16

=====

Q: E of number 2 (C34H92N14O18)?
A: -3471.3594 Eh

=====

Q: Among the records above, which one has the lowest E?
A: C34H91NO31S10